Entry 1:
Computed, not measured: C25H29N7O4Pd as an isolated structure, with ωB97M-V with the def2-TZVPD basis set.

Computed properties:
- M (g mol⁻¹) = 597.972
- total energy (a.u.) = -1781.61521
- relative energy (zero: lowest compared OMol25 entry of this formula, charge and spin) (kcal/mol) = 0.0
- multiplicity = 5
- total charge = +2
- gap between HOMO and LUMO (alpha / beta) (eV) = 7.53 / 5.63
- LUMO level (alpha / beta) (eV) = -6.728 / -8.590

Positions of all 66 atoms, in Å:
Pd: -0.25 -0.49 0.06
C: 3.83 -1.30 -1.70
C: 2.52 -1.37 -1.02
N: 1.84 -0.31 -0.60
N: 2.39 0.86 -0.67
C: 1.62 1.81 0.06
O: 0.69 1.42 0.78
C: 2.05 3.19 -0.05
C: 1.30 4.18 0.60
C: 1.68 5.50 0.51
C: 2.82 5.83 -0.23
C: 3.57 4.86 -0.87
C: 3.19 3.53 -0.79
C: 1.89 -2.64 -0.65
C: 2.47 -3.87 -0.91
C: 1.84 -5.02 -0.46
C: 0.66 -4.90 0.25
C: 0.12 -3.63 0.46
N: 0.72 -2.54 0.02
H: 4.12 -0.28 -1.90
H: 3.78 -1.85 -2.64
H: 4.59 -1.78 -1.09
H: 0.42 3.90 1.17
H: 1.11 6.27 1.00
H: 3.13 6.87 -0.29
H: 4.45 5.13 -1.44
H: 3.76 2.77 -1.29
H: 3.40 -3.93 -1.46
H: 2.27 -5.99 -0.65
H: 0.13 -5.76 0.64
H: -0.81 -3.49 1.00
C: -5.64 1.52 0.10
N: -4.22 1.55 -0.28
C: -3.77 2.45 -1.20
C: -2.51 2.42 -1.71
C: -1.65 1.40 -1.19
O: -0.49 1.09 -1.61
N: -2.08 0.66 -0.15
C: -3.40 0.53 0.15
O: -3.83 -0.47 0.74
H: -6.01 2.54 0.14
H: -5.73 1.06 1.07
H: -6.22 0.94 -0.63
H: -4.50 3.18 -1.51
H: -2.19 3.10 -2.48
C: 2.01 -0.77 2.92
C: 0.54 -0.84 3.13
N: -0.41 -0.93 2.21
C: -1.62 -1.04 2.88
C: -1.38 -1.03 4.21
N: -0.02 -0.90 4.35
H: 2.23 -0.43 1.91
H: 2.47 -1.74 3.08
H: 2.47 -0.06 3.62
H: -2.56 -1.10 2.36
H: -2.04 -1.08 5.06
H: 0.49 -0.87 5.22
C: -0.95 -2.17 -2.95
C: -2.21 -1.95 -2.14
O: -1.86 -1.96 -0.73
H: -1.20 -2.15 -4.01
H: -0.51 -3.14 -2.73
H: -0.23 -1.37 -2.77
H: -2.93 -2.74 -2.30
H: -2.68 -0.99 -2.39
H: -2.64 -1.67 -0.21

Entry 2:
Computed, not measured: C25H30ClN3O4S in the gas phase, with ωB97M-V with the def2-TZVPD basis set.

Computed properties:
- M (g mol⁻¹) = 504.052
- total energy (a.u.) = -2294.32157
- SMILES = CC(=O)N1c2ccc(S(=O)(=O)N3CCC(C(=O)NCCc4ccc(Cl)cc4)CC3)cc2C[C@@H]1C
- relative energy (zero: lowest compared OMol25 entry of this formula, charge and spin) (kcal/mol) = 0.0
- total charge = 0
- gap between HOMO and LUMO (eV) = 9.02
- LUMO level (eV) = 0.445

Positions of all 64 atoms, in Å:
C: 7.35 -1.06 -0.16
C: 5.86 -1.27 -0.12
O: 5.37 -2.37 0.03
N: 5.09 -0.15 -0.24
C: 3.70 -0.11 -0.11
C: 2.80 -1.17 -0.14
C: 1.45 -0.87 -0.01
C: 1.03 0.44 0.15
S: -0.70 0.81 0.26
O: -0.98 2.00 -0.48
O: -1.45 -0.38 -0.07
N: -0.87 1.23 1.89
C: -2.02 2.08 2.13
C: -3.31 1.33 1.84
C: -3.41 0.02 2.65
C: -4.52 -0.84 2.03
O: -5.55 -1.10 2.62
N: -4.24 -1.25 0.78
C: -5.13 -2.04 -0.03
C: -5.40 -1.36 -1.38
C: -4.11 -0.93 -2.02
C: -3.81 0.42 -2.17
C: -2.57 0.84 -2.62
C: -1.61 -0.12 -2.91
Cl: -0.01 0.38 -3.31
C: -1.90 -1.47 -2.83
C: -3.15 -1.86 -2.39
C: -2.09 -0.78 2.71
C: -0.85 0.10 2.80
C: 1.93 1.50 0.18
C: 3.27 1.21 0.05
C: 4.45 2.12 0.05
C: 5.57 1.21 -0.49
C: 5.75 1.43 -1.99
H: 7.67 -0.46 0.70
H: 7.67 -0.56 -1.07
H: 7.83 -2.03 -0.10
H: 3.14 -2.18 -0.26
H: 0.71 -1.65 -0.05
H: -1.97 2.42 3.17
H: -1.92 2.94 1.46
H: -4.17 1.96 2.07
H: -3.32 1.12 0.77
H: -3.71 0.28 3.67
H: -3.36 -0.99 0.35
H: -4.68 -3.03 -0.20
H: -6.06 -2.17 0.54
H: -5.93 -2.07 -2.02
H: -6.04 -0.49 -1.22
H: -4.55 1.17 -1.90
H: -2.33 1.88 -2.70
H: -1.15 -2.20 -3.09
H: -3.38 -2.92 -2.31
H: -2.00 -1.40 1.82
H: -2.13 -1.45 3.57
H: -0.74 0.52 3.81
H: 0.05 -0.48 2.58
H: 1.56 2.50 0.29
H: 4.31 3.00 -0.58
H: 4.67 2.46 1.07
H: 6.52 1.38 0.03
H: 6.13 2.43 -2.18
H: 6.45 0.71 -2.42
H: 4.80 1.32 -2.50